{
  "formula": "C39H38F14INP",
  "method": "ωB97M-V/def2-TZVPD",
  "multiplicity": 1,
  "homo_energy_ev": -10.5,
  "homo_lumo_gap_ev": 5.62,
  "charge": 1,
  "lumo_energy_ha": -0.1781,
  "species": ["N", "P", "I", "C", "C", "C", "C", "F", "F", "C", "F", "F", "F", "C", "F", "F", "C", "F", "F", "C", "F", "F", "C", "F", "F", "F", "H", "H", "H", "H", "H", "H", "H", "H", "C", "C", "C", "C", "C", "C", "H", "H", "H", "H", "H", "H", "C", "C", "C", "C", "C", "C", "H", "H", "H", "H", "H", "H", "C", "C", "C", "C", "C", "C", "H", "H", "H", "H", "H", "H", "C", "C", "C", "C", "C", "C", "H", "H", "H", "H", "H", "H", "C", "C", "C", "C", "C", "C", "H", "H", "H", "H", "H", "H"],
  "positions_angstrom": [[0.73084, 2.89090, -4.10925], [1.47844, 3.92680, -3.05366], [-0.09083, 4.99085, -1.54574], [2.18793, 5.29087, -4.06556], [1.01644, 6.17041, -4.62792], [0.98438, 7.58784, -4.03045], [-0.40007, 8.21242, -3.90097], [-0.96221, 8.04097, -2.70195], [-0.24109, 9.52953, -4.05539], [-1.42660, 7.78582, -4.97669], [-2.02988, 6.67009, -4.66320], [-2.36307, 8.70085, -5.01910], [-0.90479, 7.72699, -6.16301], [2.95002, 3.16270, -2.14727], [3.92241, 3.14474, -3.04761], [3.31472, 4.01049, -1.20652], [2.80115, 1.70058, -1.64510], [3.99804, 1.26769, -1.36784], [2.36930, 0.95800, -2.64396], [1.81635, 1.45799, -0.47585], [1.85704, 0.16521, -0.23846], [0.58733, 1.71638, -0.89739], [2.13701, 2.14947, 0.86816], [1.65237, 1.44500, 1.84209], [3.41611, 2.30799, 1.05695], [1.57286, 3.33834, 0.93725], [0.65386, 3.33539, -5.02019], [-0.17434, 2.55874, -3.78757], [2.77671, 5.89939, -3.38098], [2.76039, 4.89476, -4.90015], [1.19280, 6.25759, -5.69650], [0.06513, 5.64997, -4.52674], [1.57454, 8.28474, -4.61669], [1.44126, 7.60016, -3.04056], [1.88040, -1.89484, -3.66461], [3.25478, -1.72083, -3.59010], [4.10436, -2.64544, -4.18221], [3.57628, -3.73889, -4.85636], [2.19990, -3.91122, -4.93093], [1.35248, -2.98967, -4.33170], [1.21611, -1.17734, -3.19818], [3.66530, -0.87072, -3.06789], [5.17710, -2.51497, -4.11820], [4.23777, -4.45858, -5.32110], [1.78849, -4.76513, -5.45416], [0.27921, -3.12524, -4.38169], [0.95749, -4.08616, -0.65276], [0.53326, -4.09998, 0.66807], [0.16623, -5.29861, 1.26633], [0.23447, -6.48337, 0.54528], [0.66366, -6.46906, -0.77566], [1.01968, -5.26944, -1.37549], [1.24271, -3.15203, -1.12185], [0.48850, -3.17586, 1.23250], [-0.17143, -5.30962, 2.29551], [-0.04626, -7.41823, 1.01345], [0.71911, -7.39315, -1.33703], [1.35152, -5.25454, -2.40611], [-4.28683, -0.78316, 2.45330], [-3.10164, -0.47979, 1.79751], [-2.27351, -1.50140, 1.35229], [-2.63412, -2.82666, 1.55518], [-3.82105, -3.12944, 2.20791], [-4.64553, -2.10828, 2.66058], [-4.93178, 0.01358, 2.80335], [-2.82325, 0.55467, 1.63414], [-1.34461, -1.26564, 0.84520], [-1.99104, -3.62145, 1.20375], [-4.10346, -4.16274, 2.36493], [-5.56860, -2.34478, 3.17453], [-7.70614, -1.79059, 8.00574], [-6.73704, -1.13652, 7.25793], [-6.77946, -1.18516, 5.87154], [-7.79767, -1.88124, 5.23254], [-8.76850, -2.53227, 5.98086], [-8.72066, -2.49037, 7.36723], [-7.67095, -1.75507, 9.08719], [-5.94719, -0.58870, 7.75638], [-6.01892, -0.67990, 5.28854], [-7.83465, -1.91608, 4.15033], [-9.56307, -3.07351, 5.48284], [-9.47514, -3.00248, 7.95065], [3.16367, -1.31121, 3.42473], [4.10615, -0.35725, 3.06552], [5.44086, -0.53643, 3.40280], [5.83419, -1.67478, 4.09242], [4.89220, -2.63025, 4.44865], [3.55651, -2.44714, 4.11850], [2.12141, -1.16963, 3.16401], [3.80220, 0.52266, 2.52534], [6.17512, 0.21078, 3.12784], [6.87532, -1.81747, 4.35225], [5.19965, -3.51874, 4.98511], [2.82184, -3.19031, 4.40108]]
}